No. 1
Molecular formula: C14H16O2
Method: DFT, ωB97M-V/def2-TZVPD

Summary:
2S+1: 1
SMILES: Cc1ccc(O)cc1.Cc1ccc(O)cc1
Total charge: 0
HOMO level (eV): -8.11

Geometry (Å):
C -0.631269 -3.318816 2.002943
C -0.284784 -2.910703 0.644857
C -0.380253 -3.799955 -0.379277
C 0.017550 -3.654368 -1.736154
C 0.282783 -2.248325 -2.015427
O 0.589382 -1.866846 -3.248307
C 0.387035 -1.282205 -0.992852
C 0.303069 -1.654341 0.382056
H -1.699179 -2.904852 2.276312
H 0.100619 -2.782460 2.521794
H -0.712698 -4.437465 2.139252
H -0.913121 -4.814404 -0.146316
H -0.190534 -4.419750 -2.510584
H 0.522741 -0.867436 -3.368340
H 0.534050 -0.201465 -1.313557
H 0.489003 -0.901912 1.134555
C -0.160709 1.133424 2.301234
C -0.073910 2.141162 1.173391
C -1.117471 2.412528 0.275466
C -0.907097 3.061728 -1.016657
C 0.361946 3.621328 -1.063499
O 0.483341 4.442872 -2.186949
C 1.460558 3.688048 -0.127949
C 1.192976 2.848316 0.978229
H -1.214420 0.753328 2.317631
H 0.076576 1.743251 3.154438
H 0.497144 0.212420 1.967099
H -1.869333 1.672613 0.390958
H -1.597834 3.348602 -1.866337
H 0.002286 4.240011 -3.064623
H 2.378507 4.150791 -0.150375
H 2.073036 2.594890 1.526982

Forces on atoms 1 to 6 (eV/Å):
C -3.479 -0.506 0.348
C 1.354 0.925 -0.839
C -1.273 -3.861 -2.052
C -1.002 3.196 1.134
C 0.316 -1.527 1.666
O -0.208 1.880 -2.403

***

No. 2
Molecular formula: C19H20CaN3O8P2S2
Method: DFT, ωB97M-V/def2-TZVPD

Summary:
2S+1: 1
Total charge: -1
HOMO level (eV): -4.31

Geometry (Å):
Ca 0.140398 0.548597 -0.306148
O 2.348018 0.633958 -0.986096
N 2.967590 -0.267762 -1.723717
C 3.594073 -1.272550 -1.070813
C 4.298966 -2.241578 -1.726275
C 4.358323 -2.183262 -3.120908
C 3.712560 -1.166969 -3.773332
C 2.986895 -0.165145 -3.091699
S 2.184838 1.107041 -3.903207
H 3.476157 -1.229890 0.000942
H 4.775514 -3.029088 -1.160878
H 4.895753 -2.936259 -3.683059
H 3.717762 -1.097855 -4.850887
C -3.253503 -0.431969 -3.124468
C -2.498906 -1.440455 -2.268462
O -2.939135 -2.775828 -2.525659
P -2.710863 -1.116089 -0.499816
O -2.047914 -2.302639 0.282048
O -4.270033 -1.391659 -0.186216
O -2.305320 0.259474 -0.090959
P -0.654119 -1.399100 -2.578576
O -0.474777 0.201340 -2.696795
O -0.024189 -1.719236 -1.215570
O -0.323503 -2.141745 -3.800717
H -4.331749 -0.551113 -2.978656
H -3.017956 -0.621979 -4.171940
H -2.967445 0.587820 -2.876906
H -3.879994 -2.810443 -2.314797
H -1.140126 -2.410956 -0.124924
H -4.706893 -0.552989 0.012768
H 0.363842 0.484839 -3.191251
S 0.441478 2.620746 1.802656
C 0.227526 3.633696 0.420513
C 0.312231 5.042305 0.469337
C 0.147400 5.778016 -0.679200
C -0.098191 5.128681 -1.890531
C -0.167468 3.752647 -1.868511
N -0.023273 3.025430 -0.759442
H 0.513805 5.513798 1.421175
H 0.215422 6.859863 -0.645787
H -0.217235 5.674146 -2.816147
H -0.334313 3.190249 -2.781150
N 0.478101 -0.757537 1.952831
C 0.244725 -0.930674 3.060625
C -0.043830 -1.145411 4.452178
C -1.022049 -0.373734 5.071926
C -1.298622 -0.577376 6.412920
C -0.603226 -1.541567 7.130324
C 0.375632 -2.306027 6.508318
C 0.659563 -2.110685 5.167794
H -1.542268 0.382695 4.499412
H -2.055468 0.021523 6.901374
H -0.822138 -1.695846 8.178960
H 0.919142 -3.054525 7.069279
H 1.418791 -2.696926 4.668118

Forces on atoms 1 to 6 (eV/Å):
Ca 0.438 0.675 0.302
O -0.248 -0.204 -0.013
N -0.007 0.052 0.026
C 0.003 -0.036 0.019
C -0.005 -0.016 -0.024
C -0.006 0.017 -0.026

***

No. 3
Molecular formula: C5H8O2
Method: DFT, ωB97M-V/def2-TZVPD

Summary:
2S+1: 1
SMILES: O[C@H]1C[C@@]2(O)C[C@@H]12
Total charge: 0
HOMO level (eV): -9.16

Geometry (Å):
O -1.567725 -1.539998 -0.096577
C -0.294114 -1.171819 0.393065
C 0.686665 -0.816563 -0.754001
C 0.730186 0.630416 -0.256088
O 1.932342 1.319988 -0.270184
C -0.650110 1.186142 -0.184931
C -0.163298 0.248366 0.900001
H -2.189462 -1.506276 0.641900
H 0.090242 -1.921425 1.093609
H 1.657458 -1.293242 -0.597706
H 0.327226 -1.017627 -1.768438
H 1.753600 2.259333 -0.387304
H -0.854099 2.137437 0.292829
H -1.387311 0.871061 -0.923198
H -0.071600 0.614204 1.917023

Forces on atoms 1 to 6 (eV/Å):
O -0.196 -0.158 0.199
C 0.323 -0.052 0.111
C 0.096 -0.054 -0.134
C -0.196 -0.210 0.003
O -0.119 0.274 0.017
C -0.121 0.127 0.011

***

no.,frontier orbital gap (eV),E (eV)
1,8.553,-18868.9050
2,6.331,-99576.3443
3,10.014,-9407.5788